# C5H5NO

A structure of composition C5H5NO (wB97M-V/def2-TZVPD, the OMol25 dataset).

```
12
Properties=species:S:1:pos:R:3:forces:R:3:mulliken_charge:R:1
O 1.949 -0.755 -0.225 0.033 -0.184 -0.023 -0.52
C 0.765 -0.233 0.203 -0.267 0.162 -0.128 0.76
C 0.450 1.181 -0.310 0.049 -0.089 0.265 -0.30
C -0.888 1.075 -0.957 -0.245 -0.292 -0.207 0.05
N -1.769 0.222 -0.903 0.327 0.255 0.162 -0.42
C -0.325 -1.030 0.590 0.012 -0.065 -0.245 -0.57
C -1.580 -0.735 0.276 -0.156 0.098 -0.004 -0.41
H 1.817 -1.691 -0.433 0.044 0.116 0.062 0.36
H 0.494 -0.490 1.478 0.182 0.119 0.169 0.09
H 0.340 1.927 0.481 0.069 -0.070 -0.071 0.26
H 1.253 1.502 -0.979 -0.168 -0.043 0.074 0.33
H -2.507 -0.973 0.778 0.120 -0.008 -0.055 0.37
```
Positions in Å, forces in eV/Å.

Properties
Total energy in Eh: -323.2822
ΔE to the lowest compared entry with this formula, charge and spin in kcal per mole: 149.0
Gap between HOMO and LUMO (alpha / beta) in Eh: 0.2722 / 0.2727
Total charge: 0
Strongest force on any atom in eV/Å: 0.445